Density functional theory data (ωB97M-V/def2-TZVPD) for a molecular structure, C28H20N6SSbSe4Tc at a distorted geometry.

Computed properties:
Gap between HOMO and LUMO (alpha / beta), eV: 4.244 / 4.245
Total charge: +2
Maximum force, Eh/bohr: 0.027
Electronic energy, eV: -319246.6544
Molar mass, g/mol: 1008.2

```
61
Properties=species:S:1:pos:R:3:forces:R:3:lowdin_charge:R:1
Tc 1.01574 -0.25648 -0.14247 1.2 -0.7 -0.3 0.96
C 2.28212 3.96850 -0.66643 0.0 0.0 0.0 -0.03
C 1.19795 4.64365 -1.21465 0.0 0.0 0.0 -0.02
C 0.08265 3.90851 -1.52702 0.0 0.1 0.0 0.02
C 0.03627 2.53037 -1.28830 -0.2 -0.1 0.0 -0.32
N 1.07007 1.87479 -0.70646 0.0 0.0 0.0 -0.05
C 2.17492 2.62054 -0.43818 0.0 -0.1 -0.1 -0.17
N -1.10866 1.92984 -1.78043 0.2 0.2 0.2 0.19
C -1.37284 0.68738 -1.78775 -0.1 -0.3 0.1 -0.29
N -0.65773 -0.37252 -1.19744 -0.2 0.3 -0.1 -0.09
C -1.29781 -1.57262 -1.55773 0.1 0.4 -0.2 -0.29
N -1.02384 -2.76400 -1.20617 0.3 -0.2 0.2 0.19
C -0.09941 -3.16501 -0.25777 -0.1 0.1 -0.2 -0.32
C -0.15945 -4.52985 0.04394 0.0 -0.2 0.0 0.02
C 0.61919 -5.06802 1.03625 0.0 0.0 0.0 -0.02
C 1.46288 -4.21232 1.73626 0.0 0.0 0.0 -0.03
C 1.50136 -2.88807 1.38535 -0.1 0.1 0.0 -0.14
N 0.75680 -2.33894 0.38768 0.0 0.0 0.0 -0.05
C -2.46746 -1.24588 -2.38924 0.0 -0.1 0.1 -0.11
C -3.43306 -2.06718 -2.94123 0.0 0.0 0.0 0.01
C -4.46764 -1.44739 -3.63068 0.0 0.0 0.0 -0.03
C -4.52507 -0.05619 -3.75399 0.0 0.0 0.0 -0.03
C -3.55232 0.75784 -3.18806 0.0 0.0 -0.1 0.02
C -2.53049 0.12807 -2.50217 0.1 0.2 0.1 -0.11
H 3.20205 4.47399 -0.40929 0.0 0.0 0.0 0.12
H 1.23581 5.70743 -1.40829 0.0 0.0 0.0 0.13
H -0.79044 4.34845 -1.98599 0.0 0.0 0.0 0.13
H 3.01725 2.09374 -0.02347 0.0 0.0 0.0 0.05
H -0.86049 -5.12117 -0.52644 0.0 0.0 0.0 0.13
H 0.56933 -6.12288 1.27097 0.0 0.0 0.0 0.13
H 2.09372 -4.56199 2.54075 0.0 0.0 0.0 0.12
H 2.16272 -2.21955 1.90957 0.0 0.0 0.0 0.06
H -3.38235 -3.14258 -2.83544 0.0 0.0 0.0 0.12
H -5.24878 -2.05003 -4.07472 0.0 0.0 0.0 0.12
H -5.34512 0.39265 -4.29821 0.0 0.0 0.0 0.12
H -3.59041 1.83553 -3.27390 0.0 0.0 0.0 0.12
C -2.12760 -0.34690 1.44100 0.1 0.0 0.0 0.00
C -1.07047 0.30918 2.27410 0.0 0.0 0.0 -0.26
C -1.47942 0.85505 3.51114 -0.1 0.0 -0.1 0.01
C -0.58984 1.47920 4.32433 0.0 0.0 0.1 0.04
C 0.76665 1.52754 3.94504 0.0 0.1 0.1 -0.14
C 1.75408 2.13152 4.75919 -0.1 0.0 0.0 0.02
C 3.07172 2.10946 4.39696 0.1 -0.1 -0.1 -0.03
C 3.44967 1.44881 3.21770 0.0 0.1 0.1 -0.06
C 2.50285 0.87006 2.39955 0.1 0.1 -0.1 -0.55
S 2.99250 -0.04619 1.00993 -0.6 -0.1 -0.2 0.74
C 1.12694 0.93087 2.72654 -0.1 -0.1 -0.2 -0.22
N 0.19949 0.37101 1.86743 0.2 0.1 -0.1 0.04
H -3.04143 -0.44407 2.02135 0.0 0.0 0.0 0.10
H -1.82268 -1.34112 1.11791 0.0 0.0 0.0 0.08
H -2.35763 0.25449 0.56349 0.0 0.0 0.0 0.08
H -2.51990 0.76882 3.78913 0.0 0.0 0.0 0.13
H -0.90108 1.91104 5.26779 0.0 0.0 0.0 0.14
H 1.44344 2.60180 5.68382 0.0 0.0 0.0 0.13
H 3.82374 2.57147 5.02123 0.0 0.0 0.0 0.12
H 4.49547 1.37790 2.94468 0.0 0.0 0.0 0.12
Se 0.85574 -3.06912 -5.60757 -0.1 0.0 0.1 0.01
Sb 3.04434 -2.73806 -5.01876 0.1 0.3 -0.2 0.49
Se 2.39119 -0.97973 -2.02480 -0.6 1.0 0.4 0.24
Se 2.17761 0.73668 -3.54450 -0.4 -0.6 0.9 0.10
Se 3.24714 0.01166 -5.38550 0.4 -0.4 -0.3 0.02
```
Forces are in eV/Å.